1.
Below is a molecular structure, C31H47InNO3P2S, with properties calculated with ωB97M-V with the def2-TZVPD basis set.

Properties
charge = +1
ΔE to the lowest compared entry with this formula, charge and spin = 7.058 eV
LUMO (alpha / beta) = -0.2213 / -0.2214 Ha
gap between HOMO and LUMO (alpha / beta) = 3.042 / 2.485 eV
calculated total energy = -2760.39143 Ha

Last column: Löwdin charge in e.
Cartesian coordinates (Å):
In: -0.558 -1.225 -1.415  0.89
C: -0.243 -2.739 2.727  -0.07
C: 1.067 -2.813 2.196  -0.17
C: 1.093 -1.362 4.007  -0.17
C: -0.221 -1.841 3.847  -0.14
C: 1.891 -1.962 2.989  -0.06
C: -1.457 -3.391 2.204  0.04
H: -1.180 -4.217 1.535  0.10
H: -2.073 -2.670 1.624  0.10
H: -2.087 -3.790 3.021  0.12
C: -1.393 -1.490 4.682  0.01
H: -2.078 -0.804 4.147  0.08
H: -1.060 -0.985 5.608  0.10
H: -1.962 -2.402 4.940  0.10
C: 1.567 -0.386 5.009  -0.01
H: 1.006 -0.513 5.935  0.09
H: 1.420 0.638 4.648  0.09
H: 2.631 -0.532 5.207  0.09
C: 3.343 -1.726 2.800  0.04
H: 3.912 -1.999 3.721  0.13
H: 3.548 -0.648 2.589  0.13
H: 3.738 -2.331 1.955  0.10
C: 1.512 -3.599 1.025  -0.03
H: 2.111 -4.460 1.340  0.10
H: 2.131 -2.986 0.364  0.09
H: 0.649 -3.960 0.467  0.07
C: -1.463 0.960 -4.268  -0.39
C: -1.791 -0.425 -3.979  -0.25
C: -1.231 -1.479 -4.846  -0.18
C: 0.210 -2.046 -4.452  -0.16
C: 0.681 -1.407 -3.151  -0.39
C: 0.924 0.034 -3.163  -0.31
C: 1.041 0.836 -4.475  -0.17
C: -0.275 1.212 -5.199  -0.16
H: -1.184 -1.133 -5.894  0.11
H: 0.872 -1.844 -5.320  0.11
H: -1.920 -2.314 -4.786  0.10
H: -0.409 0.634 -6.127  0.10
H: -2.325 1.618 -4.494  0.14
H: -2.792 -0.636 -3.615  0.09
H: -0.301 2.271 -5.536  0.12
H: 1.509 1.798 -4.248  0.08
H: 1.624 0.398 -2.401  0.04
H: 1.715 0.323 -5.188  0.12
H: 0.132 -3.138 -4.285  0.11
H: 1.378 -2.087 -2.593  0.08
P: -0.976 1.120 -2.541  0.88
P: 2.792 1.826 -0.593  0.86
C: -0.060 2.567 -1.952  -0.32
C: 1.506 2.710 -1.750  -0.35
H: -0.517 2.767 -0.972  0.04
H: -0.435 3.417 -2.555  0.11
H: 2.004 2.653 -2.733  0.04
H: 1.607 3.724 -1.303  0.07
C: 3.371 3.175 0.565  -0.28
H: 3.497 2.700 1.547  0.02
H: 2.587 3.937 0.674  0.03
H: 4.328 3.618 0.251  0.04
C: 4.306 1.626 -1.602  -0.32
H: 4.715 2.569 -1.946  0.04
H: 4.105 0.966 -2.444  0.03
H: 5.055 1.120 -1.002  0.03
C: -2.625 1.376 -1.886  -0.21
H: -2.614 1.573 -0.815  0.05
H: -3.220 0.501 -2.127  0.04
H: -3.039 2.245 -2.402  0.07
C: -2.280 -2.355 -1.562  -0.20
H: -2.351 -3.066 -0.732  -0.01
H: -2.227 -2.838 -2.558  0.02
H: -2.910 -1.435 -1.539  -0.01
O: -2.589 -0.908 0.624  -0.05
C: -1.888 -0.013 1.142  -0.54
N: -0.629 0.259 0.664  -0.08
S: 0.095 1.501 1.518  0.65
O: 1.318 1.105 2.191  -0.33
O: 0.163 2.776 0.813  -0.32
C: -1.259 1.688 2.604  -0.23
C: -1.408 2.723 3.529  -0.01
C: -2.594 2.699 4.304  -0.04
C: -3.626 1.755 4.047  -0.05
C: -3.497 0.837 2.995  -0.01
C: -2.282 0.809 2.287  -0.17
H: -0.611 3.487 3.583  0.14
H: -2.680 3.453 5.106  0.12
H: -4.527 1.790 4.692  0.12
H: -4.311 0.162 2.724  0.13

Forces on the atoms, in the same order (eV/Å):
-0.582 0.816 0.160
1.327 -1.197 -2.628
-0.421 0.306 0.454
-4.623 0.204 1.592
2.849 3.034 2.918
0.665 -1.491 -2.423
0.409 -0.631 0.097
-0.212 0.264 0.147
0.212 0.007 0.270
0.218 0.322 -0.285
-0.166 -0.046 0.312
0.283 -0.371 0.279
-0.297 -0.272 -0.432
0.144 0.451 0.006
0.085 0.005 0.126
0.136 0.114 0.066
0.072 -0.088 0.012
-0.076 0.123 0.117
0.135 -0.391 -0.470
-0.461 0.266 -0.444
-0.325 -0.567 0.260
-0.255 0.456 0.608
0.293 -0.207 -0.146
-0.081 0.007 -0.216
-0.079 -0.114 -0.082
0.120 -0.074 -0.131
0.162 1.530 -0.721
-1.188 -0.803 -0.392
1.095 -1.368 -0.205
-1.373 0.279 0.221
1.901 -0.897 -0.068
0.715 0.924 -0.634
0.391 0.246 -0.458
-0.480 -0.138 -0.413
-0.211 -0.267 0.344
0.042 -0.241 0.722
-0.134 -0.202 -0.292
0.087 0.140 0.310
0.348 -0.300 0.161
0.097 0.170 -0.206
0.265 -0.588 0.426
0.147 -0.379 0.025
-0.167 -0.307 -0.220
-0.178 0.131 0.354
0.106 0.503 -0.387
0.526 0.965 -0.968
1.918 -0.763 0.679
-1.209 -0.632 0.443
0.100 0.941 0.993
0.596 0.872 -0.193
0.121 -0.079 -0.468
0.530 -0.162 0.001
-0.176 0.564 0.415
-0.055 -0.310 -0.867
-0.280 -0.266 -0.081
0.028 0.206 -0.214
0.309 -0.134 -0.041
-0.413 -0.051 0.014
-0.390 0.071 -0.418
0.117 0.197 -0.230
-0.023 0.048 -0.176
0.068 0.009 0.269
-0.619 0.995 0.225
-0.072 -0.103 -0.061
-0.207 0.166 0.244
-0.297 0.083 0.165
-0.614 -0.616 -0.146
-0.734 0.333 -0.384
-0.175 0.192 0.659
-0.221 -1.545 0.162
0.633 1.446 1.346
-0.121 -1.581 -1.300
0.570 -0.019 -0.036
-0.083 0.493 -0.312
-0.797 -0.385 -0.193
0.207 -1.106 0.653
-0.793 0.716 0.834
-0.298 -0.587 0.102
0.509 0.106 -0.297
0.472 0.523 0.258
0.289 0.228 -0.010
-0.406 0.785 0.943
-0.682 -0.463 0.382
-0.239 -0.544 -0.534
0.636 -0.118 -0.672
0.281 0.168 0.079

=====

2.
Below is C20H18BFN2O3S in the gas phase, with properties calculated with ωB97M-V with the def2-TZVPD basis set.

Properties
ΔE to the lowest compared entry with this formula, charge and spin = 0.000 eV
LUMO = 0.0045 Ha
gap between HOMO and LUMO = 8.730 eV
calculated total energy = -1631.18641 Ha
structure (SMILES) = O=C(Nc1ccc(F)cc1)c1ccc(SCCc2ccccc2B(O)O)nc1

Last column: Löwdin charge in e.
Cartesian coordinates (Å):
O: -0.503 1.858 2.698  0.07
F: 1.699 6.062 6.997  0.06
N: 0.026 1.160 -1.466  0.10
O: -0.703 -4.457 -5.031  0.15
O: -1.104 -6.115 -3.279  0.14
S: 1.606 0.010 -3.372  0.96
B: -1.245 -4.828 -3.804  -0.56
C: 0.610 1.883 2.193  -0.39
C: -0.129 1.511 -0.192  -0.06
C: 1.155 0.494 -1.718  -0.59
C: 2.039 0.096 -0.747  -0.11
C: -4.074 -3.107 -1.868  -0.10
C: -3.431 -2.029 -1.323  -0.08
C: 2.898 4.564 5.613  -0.01
C: 0.492 4.790 5.415  0.01
C: -3.354 -3.950 -2.674  -0.05
C: 1.887 0.503 0.544  -0.02
C: 2.881 3.662 4.571  -0.02
C: 0.517 3.884 4.386  -0.01
C: -2.104 -1.763 -1.634  -0.04
C: 1.697 5.150 6.006  -0.27
C: -2.017 -3.721 -2.965  -0.05
C: 0.806 1.313 0.825  -0.12
C: 1.689 3.291 3.942  -0.23
C: -1.391 -2.553 -2.496  -0.19
N: 1.721 2.403 2.854  0.13
C: 0.047 -0.762 -3.646  -0.49
C: -0.021 -2.120 -2.941  -0.19
H: -0.227 -5.158 -5.498  0.10
H: -0.877 -6.873 -3.865  0.12
H: -1.076 1.939 0.068  0.12
H: 2.916 -0.493 -1.024  0.11
H: -5.125 -3.288 -1.601  0.11
H: -3.959 -1.386 -0.582  0.12
H: 3.793 4.886 6.059  0.10
H: -0.431 5.218 5.761  0.12
H: -3.849 -4.813 -3.128  0.12
H: 2.645 0.315 1.293  0.12
H: 3.798 3.265 4.157  0.11
H: -0.387 3.540 3.908  0.10
H: -1.710 -0.837 -1.263  0.10
H: 2.600 2.335 2.350  0.14
H: -0.100 -0.835 -4.728  0.08
H: -0.736 -0.085 -3.295  0.07
H: 0.490 -2.912 -3.506  0.11
H: 0.541 -2.047 -1.994  0.11

Forces on the atoms, in the same order (eV/Å):
0.447 0.213 -0.326
0.055 -0.031 0.004
0.635 -0.287 0.533
-0.221 -0.415 0.398
-0.296 -0.009 -0.710
0.139 0.842 0.269
0.442 -0.285 -0.417
-0.793 0.000 0.839
-0.322 0.042 0.201
0.356 -0.023 -0.621
1.455 -0.712 -0.167
-1.097 -0.050 0.498
-0.126 0.924 1.258
-1.389 0.389 -0.363
0.829 0.457 0.521
-0.138 -0.921 -0.512
0.206 1.028 0.409
-0.110 -0.457 -0.745
-0.637 -0.895 -0.614
-0.920 0.780 0.228
-0.093 -0.564 -0.225
0.692 -0.527 -0.475
0.400 -0.175 0.274
0.367 0.653 0.764
-0.269 -0.604 -0.971
-0.240 -0.576 -1.327
-1.142 -0.692 -0.857
0.471 -0.552 0.993
-0.106 0.156 0.170
-0.106 1.156 0.514
-0.311 0.509 0.068
-0.393 0.082 -0.015
0.527 -0.042 -0.335
0.445 -0.432 -0.775
1.031 0.244 0.517
-0.169 0.130 0.044
0.162 0.109 0.282
-0.039 -0.304 0.063
0.224 -0.061 0.270
-0.184 0.305 0.184
0.474 0.249 0.213
-0.298 0.159 0.208
0.012 -0.245 0.093
0.128 -0.109 0.018
-0.208 0.378 -0.050
0.109 0.163 -0.331

=====

3.
Below is a molecular structure, C3H7CsNO13S3, with properties calculated with ωB97M-V with the def2-TZVPD basis set.

Properties
charge = -5
LUMO = 0.2720 Ha
gap between HOMO and LUMO = 1.966 eV
calculated total energy = -2365.62020 Ha

Last column: Löwdin charge in e.
Cartesian coordinates (Å):
Cs: 5.903 -17.878 -0.959  0.91
S: 6.482 -24.742 -1.388  0.09
O: 5.935 -24.874 -0.007  -0.52
O: 7.797 -25.481 -1.482  -0.54
O: 5.542 -25.289 -2.363  -0.52
O: 6.746 -23.331 -1.666  -0.49
S: 10.993 -18.668 2.060  0.03
O: 9.586 -18.664 2.380  -0.49
O: 11.126 -18.144 0.681  -0.52
O: 11.597 -17.738 2.984  -0.49
O: 11.612 -20.002 2.079  -0.50
S: 5.987 -12.132 0.297  -0.01
O: 6.359 -12.775 -0.945  -0.49
O: 4.995 -11.131 0.024  -0.50
O: 5.405 -13.115 1.216  -0.50
O: 7.142 -11.565 0.940  -0.47
C: 7.038 -19.168 7.951  0.00
C: 5.544 -18.957 7.542  -0.55
O: 4.649 -18.833 8.374  -0.03
N: 5.257 -18.789 6.250  0.03
C: 3.891 -18.558 5.587  -0.03
H: 7.636 -18.825 7.107  0.08
H: 7.278 -20.212 8.152  0.07
H: 7.403 -18.966 8.957  0.07
H: 6.046 -18.871 5.625  0.14
H: 3.455 -17.619 5.927  0.07
H: 3.061 -19.200 5.881  0.06
H: 3.995 -18.697 4.511  0.08

Forces on the atoms, in the same order (eV/Å):
0.746 0.129 0.494
2.173 -0.538 1.467
-0.354 -0.304 0.127
-0.638 -0.169 -0.020
-1.482 -0.861 -1.350
-0.148 1.589 -0.523
0.361 0.316 -2.459
-3.417 -1.104 0.830
0.414 0.439 -1.252
2.298 1.443 2.210
0.400 -1.026 0.811
-0.135 -1.640 1.114
0.777 -1.410 -2.638
-2.626 3.095 -0.831
-1.018 -1.644 1.026
2.543 1.672 1.063
-0.556 -1.073 -0.866
-0.364 0.768 1.843
-0.068 -0.399 0.642
-0.539 -0.379 -2.029
0.912 -0.225 1.421
0.560 0.060 0.541
-0.526 -0.808 -1.297
-0.678 1.892 -0.082
-0.239 0.053 -0.336
0.665 0.541 -0.562
0.674 -0.966 0.440
0.265 0.550 0.217

=====

4.
Below is 2 unconnected molecules or ions with the total composition C3H2NO3, with properties calculated with ωB97M-V with the def2-TZVPD basis set.

Properties
charge = -1
ΔE to the lowest compared entry with this formula, charge and spin = 3.598 eV
LUMO = 0.1548 Ha
gap between HOMO and LUMO = 7.654 eV
calculated total energy = -395.94350 Ha

Last column: Löwdin charge in e.
Cartesian coordinates (Å):
C: -0.109 1.193 -0.845  -0.54
C: -0.521 -0.073 1.276  -0.52
C: 0.664 -0.886 -0.243  -0.08
N: -1.409 0.590 1.224  0.17
O: 0.484 1.962 -0.103  0.02
O: -0.959 0.945 -1.702  0.00
O: 0.620 -0.717 1.317  -0.09
H: -0.270 -1.427 -0.467  0.03
H: 1.500 -1.587 -0.458  0.02

Forces on the atoms, in the same order (eV/Å):
-0.289 0.374 -0.641
6.430 -3.793 2.025
0.134 -0.029 -0.600
-5.859 3.129 0.395
-1.178 -1.535 -2.425
2.622 0.900 2.275
-1.940 0.479 -1.331
0.246 -0.095 0.012
-0.166 0.571 0.291